[1]
Molecular formula: C35H52AsInOP3
Method: DFT, wB97M-V/def2-TZVPD

Properties
Orbital gap   3.96 eV
LUMO   -11.0 eV
ΔE to the lowest compared entry with this formula, charge and spin   0.292 eV
Largest force on an atom   2.17 eV Å⁻¹

The geometry in ORCA input format:
```
! wB97M-V def2-TZVPD RIJCOSX def2/J DEFGRID3
* xyz 3 1
In 0.69540 0.20631 -0.80419
As -1.36767 0.15151 2.20478
P 2.27651 -0.71633 1.03694
P 1.68680 2.49151 -1.64883
P -1.78360 0.38427 -1.50338
O 3.34250 -1.32812 -2.61083
C 1.01220 3.50993 3.18823
C -2.76806 1.86714 -1.08929
C 0.45082 1.02696 4.35833
C -0.54965 -4.14160 -1.10771
C 1.67084 -2.25879 1.78806
C 3.12900 0.30864 2.27364
C 4.89260 -3.11711 -2.47846
C -4.24997 0.38439 1.98853
C 4.40631 -2.00395 -3.16675
C -4.44961 3.07789 2.72714
C 3.08817 3.32960 -0.82515
C -2.88787 -2.64849 5.74555
C 2.48849 1.99634 -3.22712
C 4.94696 -1.66052 -4.42248
C -3.19902 2.44340 2.74638
C -2.58058 -3.19552 4.49152
C -1.65264 0.41068 -3.32039
C 5.60019 -4.10429 -3.17364
C 1.34222 1.90949 4.97858
C -5.59182 2.37921 2.31605
C -2.72101 -1.28035 5.97515
C 1.61318 3.15783 4.40475
C 6.00103 -3.86084 -4.48265
C -0.19744 1.40848 3.17576
C -2.07267 -2.38175 3.47041
C -1.89387 -1.00772 3.71902
C 0.11673 2.63631 2.56760
C -2.23407 -0.45178 4.95472
C 0.61464 3.87038 -2.20224
C -1.28455 -4.32633 0.00514
C -3.09644 1.10943 2.32846
C -2.80627 -1.06237 -1.08664
C -5.49196 1.03098 1.95520
C 3.71196 -1.27893 0.08021
C 5.73535 -2.61393 -5.07122
H -2.32136 2.97967 3.10687
H 0.26335 0.04051 4.79566
H -0.36460 2.92563 1.62582
H -1.00145 -3.80667 -2.05177
H -2.17883 2.77983 -1.27192
H 2.82587 -0.80773 -3.25725
H 1.01001 -2.03936 2.63711
H -2.65966 0.49953 -3.75649
H 2.81206 3.65918 0.17942
H 3.38279 1.37031 -3.09331
H 0.54662 -4.22100 -1.10277
H -2.11861 0.62036 5.12340
H -6.56783 2.87319 2.28869
H 6.52157 -4.64112 -5.02832
H -2.96183 -0.84438 6.94483
H 1.75036 1.45929 -3.83621
H -4.18078 -0.68761 1.77657
H 4.65151 -3.22588 -1.42682
H 3.41255 1.27424 1.82990
H 3.93290 2.63077 -0.76649
H 4.14839 -0.42530 -0.45844
H -3.66624 1.89198 -1.72822
H -3.26875 -3.29217 6.54306
H 4.04349 -0.18929 2.62083
H -2.73311 -4.26116 4.29980
H 2.28536 3.85482 4.90637
H 1.24513 4.62463 -2.68601
H 2.49522 0.50942 3.13967
H 0.09706 4.33340 -1.35646
H -4.53264 4.12341 3.03578
H 1.81738 1.62351 5.92086
H -6.37640 0.45990 1.65190
H 3.34641 -1.98059 -0.66956
H -3.09398 1.85928 -0.04044
H -1.83251 -2.79567 2.48728
H -1.18147 -0.52206 -3.66468
H 3.37817 4.19467 -1.43495
H 2.78086 2.92691 -3.72743
H 4.48985 -1.74934 0.69314
H 1.21816 4.48072 2.73829
H -1.03494 1.26382 -3.64648
H -2.37993 -4.27783 -0.02332
H 5.81853 -5.05310 -2.66343
H 2.52270 -2.86885 2.13102
H -3.49693 -1.24941 -1.92174
H 6.14039 -2.39681 -6.06241
H 1.10471 -2.83600 1.04105
H -0.13485 3.51494 -2.91997
H -0.84414 -4.69684 0.93750
H -2.18233 -1.95552 -0.93127
H 4.74309 -0.66989 -4.83267
H -3.38526 -0.86555 -0.17395
*
```

[2]
Molecular formula: C9H21ClIO6OsP2
Method: DFT, wB97M-V/def2-TZVPD

Properties
Orbital gap (alpha / beta)   5.87 / 4.34 eV
LUMO (alpha / beta)   -13.2 / -15.3 eV
Largest force on an atom   8.37 eV Å⁻¹

The geometry in ORCA input format:
```
! wB97M-V def2-TZVPD RIJCOSX def2/J DEFGRID3
* xyz 3 5
Os 0.00069 0.09318 -0.48399
I -0.00416 -0.30351 -3.32693
Cl -0.00196 -0.16385 3.04679
P 2.25497 -0.11979 -0.16179
P -2.25765 -0.07850 -0.15953
O 1.21939 -0.65539 3.63195
O 0.02812 2.96598 0.56386
O -1.20860 -0.64807 3.63558
O 0.00476 1.27142 3.10326
O -0.00163 -0.73776 1.41031
O 0.01621 1.75674 -5.44637
C -0.00138 -0.12744 -6.98830
C 0.01697 1.84405 0.25970
C 0.00490 0.57319 -5.62871
C 3.19029 1.10717 0.77765
C 2.90146 -0.07587 -1.84247
C -3.17000 1.16859 0.77691
C -2.90410 -0.02503 -1.83970
C -2.78582 -1.63881 0.57525
C 2.75330 -1.69122 0.56994
H 3.97400 -0.28922 -1.89411
H 2.40275 -1.70235 1.61526
H 2.34839 -0.83239 -2.42912
H 2.68747 0.92160 -2.24975
H -2.43290 -1.65673 1.61927
H 3.84590 -1.81050 0.53398
H -4.25172 0.97827 0.76050
H -3.97991 -0.22095 -1.89082
H 2.83545 1.08130 1.81828
H -2.81525 1.13896 1.81751
H -2.33164 -2.45943 0.00441
H 0.88766 -0.74948 -7.18663
H -0.89863 -0.73815 -7.18534
H 3.01126 2.10036 0.34773
H 0.00353 0.70880 -7.69702
H -2.67418 0.96846 -2.24804
H -2.97236 2.15707 0.34426
H 4.26822 0.89665 0.76051
H -2.36373 -0.79084 -2.42609
H -3.88081 -1.73565 0.54232
H 2.28051 -2.50187 0.00008
*
```

[3]
Molecular formula: C21H28AlClN3O2
Method: DFT, wB97M-V/def2-TZVPD

Properties
Orbital gap (alpha / beta)   3.24 / 3.24 eV
LUMO (alpha / beta)   2.8 / 2.8 eV
ΔE to the lowest compared entry with this formula, charge and spin   0.000 eV
Largest force on an atom   3.01 eV Å⁻¹

The geometry in ORCA input format:
```
! wB97M-V def2-TZVPD RIJCOSX def2/J DEFGRID3
* xyz -1 1
Cl 0.23820 1.10427 -1.07961
Al -0.68147 -0.27928 0.45546
O -0.27116 -3.72063 -1.88838
O 0.31675 3.02830 2.60960
N -0.92977 1.45604 1.63184
N -5.47591 -0.26202 -0.50566
N -0.83104 -1.74520 -1.00281
C 3.95739 1.48024 1.86211
C -3.14236 2.62043 1.91183
C 3.10085 -1.68129 -0.05241
C -0.88387 3.73830 2.16393
C 1.11674 -0.85213 1.01342
C -0.07794 -2.83474 -0.91962
C -1.71502 2.71893 1.40131
C 0.97383 -3.12956 0.09386
C 1.17653 0.79494 2.84643
C -4.42485 -0.06254 -0.02046
C 1.85898 0.08390 1.72251
C 3.76284 -2.61168 -1.01623
C -1.74583 3.07906 -0.05461
C -1.35894 -3.18394 -2.72786
C 3.19541 0.31260 1.32996
C 0.14636 1.74684 2.33347
C -0.26572 -1.05902 -3.27834
C 1.76433 -1.88465 0.36049
C -2.63925 -0.97832 -2.59811
C 3.80478 -0.58949 0.45704
C -1.32590 -1.70284 -2.40952
H -0.06713 -0.04832 -2.90012
H -0.62296 -1.01520 -4.31289
H 4.94514 1.54050 1.39213
H -2.28646 -3.68213 -2.41333
H -0.53592 4.56506 1.53679
H -2.31721 2.34587 -0.63096
H -3.74009 1.89813 1.34701
H -3.16139 2.37122 2.97536
H 4.10938 1.36800 2.94289
H 4.79559 -2.29005 -1.19124
H -3.60558 3.60583 1.78097
H 0.66410 -1.64255 -3.22651
H -1.38577 4.11278 3.06291
H 1.87035 1.38385 3.45892
H -2.57038 0.06195 -2.25680
H -1.11113 -3.42693 -3.76435
H 0.64550 0.07780 3.50617
H -0.71867 3.10214 -0.43106
H 1.59147 -3.94339 -0.30822
H -2.85734 -0.99426 -3.67341
H 3.45263 2.43966 1.67646
H -3.45270 0.20587 0.45191
H 3.26543 -2.65141 -1.99940
H -2.18061 4.07985 -0.17612
H -3.46419 -1.48585 -2.09586
H 0.44535 -3.47821 1.00628
H 3.79280 -3.62495 -0.59706
H 4.85584 -0.46180 0.19991
*
```

[4]
Molecular formula: C29H48CoNOP3S
Method: DFT, wB97M-V/def2-TZVPD

Properties
Orbital gap (alpha / beta)   8.26 / 4.60 eV
LUMO (alpha / beta)   -8.1 / -12.2 eV
ΔE to the lowest compared entry with this formula, charge and spin   2.909 eV
Largest force on an atom   4.76 eV Å⁻¹

The geometry in ORCA input format:
```
! wB97M-V def2-TZVPD RIJCOSX def2/J DEFGRID3
* xyz 3 5
Co -0.73123 0.55798 -1.03727
S 2.18319 0.51342 0.64182
P -1.94080 1.40360 0.87321
P -1.03045 -2.57508 0.34629
P -2.63679 -0.45016 -1.57716
O 2.25133 4.82928 -0.77287
N 0.57241 0.13957 0.49327
C -0.84771 2.22304 -1.95170
C -2.41224 -1.94472 -2.62059
C 1.57804 2.66100 -1.41198
C -0.08522 4.47791 -1.31532
C 0.20530 -3.35481 -0.76728
C -1.01435 2.72788 1.71947
C 1.92876 0.94865 3.45989
C 4.13005 1.09381 2.47011
C 3.36036 -1.35760 -0.95576
C 3.91025 -3.21825 1.04924
C -2.30123 -3.91801 0.43946
C -1.12126 3.59826 -1.55983
C -2.32371 0.31154 2.32063
C 1.24942 4.01103 -1.20826
C 4.19706 -3.52129 -0.28137
C 2.48419 1.26560 4.71125
C -3.52811 2.23241 0.53693
C -3.68846 0.62454 -2.65428
C 4.68773 1.39423 3.71570
C 3.33846 -1.98545 1.39006
C -0.32887 -0.42323 -3.97421
C -3.99294 -1.07517 -0.44941
C 3.86036 1.48031 4.84750
C -0.43543 0.89521 -4.25188
C 2.74762 0.85312 2.32783
C 3.01798 -1.07334 0.37580
C -0.20106 -2.94208 1.95618
C 3.94700 -2.57806 -1.27797
C 0.57431 1.74415 -1.83473
H -2.52975 -0.72977 2.02940
H 4.64206 -4.47996 -0.55073
H 0.45583 1.53780 -4.25012
H -4.92470 -0.55765 -0.72326
H -3.76543 -0.86716 0.60194
H -3.07760 -3.62909 1.16301
H 4.20098 -2.77299 -2.32149
H -0.67843 -2.37090 2.76782
H -2.76995 -4.11333 -0.53127
H -1.51303 2.01073 -2.81629
H -0.16801 2.30455 2.27781
H -1.45097 0.29108 2.99343
H 0.85602 0.76612 3.37390
H -2.58049 -2.89369 -2.10101
H -1.79259 -4.82739 0.79144
H 1.19693 -2.92770 -0.55806
H -0.25738 5.54954 -1.14079
H 4.77078 1.02298 1.57859
H 3.17806 -0.57724 -1.69757
H -3.04355 -1.85362 -3.52003
H -1.67141 3.28459 2.40466
H -2.15380 3.95694 -1.62210
H -0.61416 3.42187 0.97221
H -3.81594 1.61715 -2.20297
H 0.32959 -0.43187 1.30284
H 4.13898 -3.94163 1.83099
H 0.94029 0.88113 -2.41985
H -3.18505 0.70570 2.88981
H 0.87308 -2.70215 1.92646
H -1.35147 -1.94255 -2.91672
H -0.31624 -4.01688 2.16922
H 3.19053 -1.71005 2.43572
H -1.31160 1.29732 -4.77713
H 1.84571 1.32914 5.59209
H 4.29683 1.72178 5.81820
H 2.62927 2.34684 -1.36699
H -4.68064 0.15874 -2.75486
H 1.95689 5.72563 -0.87240
H -4.30985 1.51216 0.28150
H 0.21961 -4.43898 -0.58603
H 0.63099 -0.85389 -3.64306
H -0.04735 -3.16788 -1.81738
H -3.84322 2.80290 1.41875
H -3.41839 2.92867 -0.29799
H -3.24440 0.73760 -3.64560
H -1.05495 -1.08043 -4.47737
H -4.15276 -2.15776 -0.58162
H 5.76675 1.56435 3.80014
*
```

[5]
Molecular formula: C21H25N3O3S2
Method: DFT, wB97M-V/def2-TZVPD

Properties
Orbital gap   8.16 eV
LUMO   0.3 eV
ΔE to the lowest compared entry with this formula, charge and spin   0.689 eV
SMILES   CCN(CC)S(=O)(=O)c1ccc(C(=O)NCCSc2c[nH]c3ccccc23)cc1
Largest force on an atom   1.13 eV Å⁻¹

The geometry in ORCA input format:
```
! wB97M-V def2-TZVPD RIJCOSX def2/J DEFGRID3
* xyz 0 1
S -2.28232 2.32923 3.88165
S 2.17948 -1.83920 -1.67321
O 3.39376 -1.08694 -1.54205
O 2.01798 -3.02837 -0.88999
O -2.39392 3.04812 -0.67102
N 2.01613 -2.26512 -3.26442
N -3.01604 1.54476 0.90207
N 1.15110 1.83892 1.99249
C 2.37314 -1.26997 -4.24862
C -3.11263 3.33308 2.59168
C -1.41857 -0.39648 -0.52311
C 1.20774 -0.42706 -4.76632
C -3.88314 2.46727 1.59775
C 0.17510 2.61260 2.55143
C -0.44507 0.46062 2.76649
C 0.81760 -0.73216 -1.28911
C 0.99591 -3.24176 -3.57012
C 1.40353 -4.15596 -4.72057
C 1.48135 -0.63003 1.72366
C -0.82540 1.81311 3.02786
C 1.02032 0.63189 -1.37600
C -1.21958 0.97966 -0.57675
C 0.87292 -1.84051 1.97721
C -1.04009 -0.77615 3.01073
C -0.00659 1.48982 -1.03020
C -2.25692 1.96457 -0.13826
C 0.81029 0.52078 2.11677
C -0.39645 -1.25438 -0.88862
C -0.37270 -1.91110 2.60824
H -0.51373 -2.32443 -0.83267
H 0.66244 0.03268 -3.94522
H -3.79215 3.99505 3.12544
H 2.43921 -0.58293 1.22809
H 0.11380 2.56115 -1.08960
H 2.38131 -4.58502 -4.52174
H -2.35306 3.92019 2.07934
H 2.86380 -1.77286 -5.08786
H -1.99366 -0.83044 3.51613
H 1.98590 0.99609 -1.69043
H 1.99429 2.18073 1.56384
H 0.25219 3.68276 2.56384
H 0.88408 -3.83178 -2.65963
H 1.36493 -2.74788 1.66442
H -4.65619 1.89551 2.11475
H -4.34314 3.11607 0.84706
H 0.67949 -4.96041 -4.81821
H 1.44293 -3.61163 -5.66052
H 3.11228 -0.63626 -3.75691
H -0.81370 -2.88046 2.78720
H 1.59285 0.35936 -5.40996
H -2.36949 -0.79868 -0.20799
H 0.51659 -1.03284 -5.34734
H -2.70789 0.73775 1.42424
H 0.03508 -2.75725 -3.79553
*
```